[1]
C24H46N6O4P2 | ωB97M-V with the def2-TZVPD basis set

Structure (SMILES): CCC1=CC(=O)c2ccccc2C1=O.CN(C)P(=O)(N(C)C)N(C)C.CN(C)P(=O)(N(C)C)N(C)C
Highest occupied orbital energy, eV: -7.69
Kohn-Sham gap, hartree: 0.22053

```
! RIJCOSX wB97M-V def2-TZVPD def2/J DEFGRID3
* xyz 0 1
C -2.45 -5.24 -0.70
H -1.10 4.41 6.24
C 2.55 -6.64 -0.86
H 2.57 -3.72 2.09
H 1.00 0.79 1.74
H 0.40 -1.26 -5.85
H -2.42 -5.78 -1.75
H 1.42 -6.75 -1.20
H 3.44 -4.52 -1.47
H -1.18 0.67 3.89
H 3.79 -5.13 0.31
C 0.28 -4.22 -0.90
C -2.56 -3.73 2.38
O 0.33 -4.01 -2.22
C -1.69 -1.56 -3.77
H -2.62 -1.50 -3.20
H 2.64 -7.28 0.14
H 0.18 0.82 -2.37
C -0.52 5.38 3.89
H -0.35 1.53 5.16
C -1.22 0.35 -7.24
H 0.15 3.20 6.36
H 0.60 3.72 -4.42
H -0.67 5.30 2.80
C 1.60 -3.64 1.44
N -0.07 4.09 4.43
H 0.23 6.16 4.07
H -4.85 -4.61 2.41
H 3.26 2.11 6.21
N -1.07 2.46 -4.57
H -1.55 4.53 -4.60
C 0.17 1.50 1.85
C 0.64 -0.19 -5.85
H -2.61 -3.23 3.45
C -1.21 -3.69 1.46
H 0.59 4.92 6.27
H 0.20 2.87 -2.93
C 1.64 -4.28 0.07
H 2.03 1.23 5.36
O -2.84 1.16 -3.59
N -0.56 0.64 -5.96
O 2.36 2.84 2.53
C -0.52 -0.01 -2.41
H 0.52 0.30 4.20
C -0.21 1.12 4.15
H -1.66 -0.65 -7.23
C -1.16 -4.40 -0.05
H 2.72 5.32 4.78
C -3.79 -5.30 0.28
H -4.73 -5.90 -0.12
C -3.86 -4.56 1.77
N 2.16 3.28 4.84
N 0.16 2.12 3.17
C -0.09 4.16 5.89
C -1.98 3.57 -4.28
H 1.23 0.04 -4.96
C 2.77 2.02 5.23
H -0.76 0.97 1.64
H 3.20 -7.10 -1.75
P 1.23 3.42 3.41
H -2.92 3.46 -4.84
N -0.97 -0.27 -3.77
C 0.19 -2.93 1.98
H -1.07 -2.36 -3.36
H 3.52 1.67 4.50
H -0.53 0.43 -8.08
C 3.18 4.34 4.95
H 0.04 -0.86 -2.01
H -1.94 -1.85 -4.80
H -2.21 3.64 -3.21
H 0.27 2.26 1.06
H 3.62 4.37 5.95
O 0.17 -1.86 2.80
H 1.31 0.01 -6.69
P -1.78 0.92 -4.69
C 2.97 -5.05 -0.55
C 0.23 2.77 -4.02
H 3.98 4.20 4.21
H -2.03 1.08 -7.42
H -1.35 0.20 -1.73
H -1.47 5.69 4.32
H 1.00 2.03 -4.28
*
```

Atom charges from the Löwdin analysis, given in e for atoms 1 to 2: 0.011, 0.088



[2]
C24H48Br10N4O2 | ωB97M-V with the def2-TZVPD basis set

Structure (SMILES): CN(C)C=O.CN(C)C=O.BrCCBr.BrCCBr.BrCCBr.BrCCBr.BrCCBr.CCCC#N.CCCC#N
Highest occupied orbital energy, eV: -8.89
Relative energy (zero: lowest compared OMol25 entry of this formula, charge and spin), kJ/mol: 0.0
Kohn-Sham gap, hartree: 0.33251

```
! RIJCOSX wB97M-V def2-TZVPD def2/J DEFGRID3
* xyz 0 1
H -1.72 -0.26 -7.64
H 4.51 -2.69 3.98
H -0.78 0.23 -2.20
H -8.13 1.25 2.73
H -1.58 -0.02 -0.63
H 4.29 2.29 2.18
C -0.64 -0.11 -1.17
C -2.48 -3.40 1.96
H -0.83 2.59 -6.80
H 1.80 0.48 -4.01
H -5.83 1.64 3.01
C -7.88 0.53 1.96
C -4.14 -1.39 -3.58
Br -2.58 -1.15 3.66
H 5.51 -3.28 2.73
H 6.97 2.39 1.56
O 2.51 3.12 5.27
C 1.26 0.23 3.71
Br -1.23 0.85 -4.98
H -2.64 1.23 -7.93
H 2.42 2.05 -2.25
C -6.57 0.86 1.20
C 5.43 0.96 0.96
C 3.20 -4.82 2.79
H -5.49 -0.08 2.77
C 2.83 2.17 -3.25
H -6.66 1.83 0.69
H -8.80 0.57 1.37
C -3.22 -2.02 2.02
H 4.04 2.64 0.49
Br 1.71 3.40 -4.24
Br -0.26 -2.02 -1.35
H -0.70 1.91 3.68
H -4.91 0.43 -4.32
H -2.92 -1.41 1.18
H -3.12 -1.00 -3.50
H 4.11 -5.39 2.60
H 1.49 0.30 -0.75
H 1.58 0.16 2.67
Br -4.89 -0.76 -1.80
H 4.67 -1.65 2.54
H 1.84 -0.50 4.28
C -5.47 0.90 2.29
C -4.11 1.06 1.81
C 2.82 0.85 -3.97
H 1.72 -3.39 1.26
H -6.42 0.04 0.50
C -1.64 0.80 -7.89
C -4.93 -0.63 -4.60
H -7.98 -0.43 2.46
N 1.34 1.58 4.19
Br 3.91 -0.37 -2.74
C 0.50 0.53 -0.34
Br -3.80 -4.70 1.16
H 0.51 2.89 2.75
H 0.07 3.17 4.55
H 5.49 0.26 1.80
H 0.38 1.36 -6.90
H 2.39 -5.37 2.29
H 0.48 0.19 0.69
Br -4.11 -0.95 -6.40
H -5.98 -0.93 -4.68
H 3.23 0.87 -4.98
H -4.08 -2.47 -3.70
C 6.50 2.78 -0.35
C 2.45 1.97 4.85
C 4.61 -2.68 2.90
C -0.69 1.51 -6.80
N 3.41 -3.40 2.40
N -3.02 1.16 1.44
H -1.48 -3.37 1.51
H 5.13 0.32 0.12
H 3.27 1.26 1.18
C 6.68 1.82 0.67
C 2.57 -2.75 1.53
N 6.40 3.57 -1.19
C 0.23 2.48 3.72
Br 0.31 2.56 -0.34
O 2.74 -1.60 1.16
C 4.20 1.83 1.20
H 0.25 -0.12 3.90
H 3.83 2.61 -3.29
H -4.31 -2.00 1.98
H -2.32 -3.83 2.95
H 3.21 1.17 4.90
H 2.96 -4.95 3.84
Br -0.97 1.00 -9.77
H 7.52 1.22 0.33
*
```

Atom charges from the Löwdin analysis, given in e for atoms 1 to 2: -0.015, 0.084



[3]
C24H48BrF4INO10P2 | ωB97M-V with the def2-TZVPD basis set

Highest occupied orbital energy, eV: -11.55
Kohn-Sham gap, hartree: 0.32002

```
! RIJCOSX wB97M-V def2-TZVPD def2/J DEFGRID3
* xyz 1 1
I 3.11 -0.48 -0.87
H 2.31 3.13 -5.64
C 0.23 2.20 2.60
H 0.37 4.52 0.70
O -1.23 0.73 -7.86
H -2.10 -2.85 2.70
H -1.55 -0.36 2.61
C -1.21 1.74 3.04
H -1.64 -7.60 6.93
H -3.89 -7.35 5.57
H 0.73 -3.77 1.98
C 1.29 2.52 0.22
O -0.95 -0.04 -5.59
H -3.28 1.14 -6.23
C -1.26 0.25 3.48
H 1.76 -1.69 -7.64
H -2.03 0.17 4.27
C 2.39 -1.00 -7.09
H -0.87 -4.63 7.00
H -0.29 -0.03 3.91
C 0.04 -3.11 2.52
C -1.70 -6.60 7.35
H -2.69 -0.28 -8.87
H -4.59 -4.95 5.76
H -2.73 -6.24 7.26
H -0.63 3.36 -0.15
H 3.16 1.84 2.51
H 1.35 1.94 -0.73
C 0.40 3.75 -0.08
F 3.56 7.36 1.75
C 0.68 4.34 -1.48
H -3.84 1.58 -7.83
H 2.77 0.33 -8.72
H 2.31 1.50 -4.95
O 1.19 0.28 1.33
C 3.25 1.65 1.43
H -1.46 -6.66 8.42
C 2.35 0.38 -7.71
H -1.59 -3.74 1.27
F 3.52 2.84 -0.51
O -0.11 2.18 -6.16
H 3.41 -1.39 -7.08
H 4.37 5.44 0.59
H 3.81 3.86 2.04
O -1.58 -4.84 2.98
C 0.56 1.55 1.22
C 2.67 6.62 1.09
F 1.56 6.46 1.81
H 2.09 4.19 2.09
C -4.11 -6.76 4.68
O 1.52 3.96 -2.20
H -2.27 -1.00 -7.33
H -1.94 2.01 2.25
H -4.45 0.10 -7.06
P -2.15 -4.92 4.51
C 0.39 2.50 -4.87
O -0.90 -5.72 5.23
C -3.57 0.73 -7.20
Br -0.51 5.76 -2.08
C -0.74 -5.66 6.64
H 4.31 1.55 1.13
O 1.03 0.92 -7.84
O -1.91 -3.51 4.96
C 2.94 4.06 1.40
C 1.90 2.51 -4.83
P -0.12 0.61 -6.66
H -5.98 -5.99 5.42
F 2.32 7.37 0.02
N 2.71 2.81 0.61
H 2.98 1.08 -7.15
O -2.89 -6.36 4.06
H 0.16 -2.10 2.13
H 2.26 2.90 -3.88
H -0.01 1.80 -4.12
H 2.03 -0.98 -6.05
C 2.57 0.30 1.11
C 3.28 5.31 0.55
H 0.35 -3.13 3.56
C -5.04 -5.62 5.01
H -5.26 -5.02 4.12
C -2.43 -0.05 -7.83
H 0.01 3.49 -4.62
H 0.29 -5.95 6.85
H 0.89 1.86 3.41
H 3.01 -0.43 1.81
H -0.42 1.37 0.74
H 3.02 5.24 -0.51
H -1.46 2.39 3.90
H -4.61 -7.44 3.98
C -1.38 -3.59 2.34
H 0.17 3.31 2.55
*
```

Atom charges from the Löwdin analysis, given in e for atoms 1 to 2: 0.910, 0.092



[4]
C24H48CeNO2P2Si2 | ωB97M-V with the def2-TZVPD basis set

Highest occupied orbital energy (spin up / spin down), eV: -6.01 / -6.44
Kohn-Sham gap (spin up / spin down), hartree: 0.22718 / 0.24316

```
! RIJCOSX wB97M-V def2-TZVPD def2/J DEFGRID3
* xyz 0 2
H -2.92 -1.12 -2.39
H 0.51 1.30 -0.69
H -4.42 -0.90 0.93
H 1.04 -2.59 -3.15
C 4.34 -1.11 0.16
H -5.22 2.95 1.05
H -2.31 -0.07 2.16
H -2.73 -5.45 0.76
Si -2.93 -2.95 1.14
H 3.06 1.59 1.08
H 2.49 -3.29 0.79
H 1.57 -0.46 4.34
C 0.93 -0.69 3.48
H 2.17 3.77 0.44
H 1.51 2.41 3.75
H -0.28 -0.57 -4.64
H 5.16 -0.79 0.79
H -4.48 -3.38 2.98
H 0.20 -5.82 2.95
N 2.01 -0.94 -0.36
P -0.52 -1.01 -2.31
C -4.28 -1.85 0.40
H 0.79 0.49 -3.61
Si 0.09 -4.04 1.29
H 0.51 2.87 -0.49
H -5.21 -2.44 0.49
H 3.47 0.32 2.37
H 3.58 3.53 -0.17
H -0.24 2.26 3.30
H -0.43 -4.35 3.72
C -3.54 2.78 -0.31
H -0.93 -5.58 -0.47
C 0.85 -2.32 -2.11
P 1.13 0.61 2.20
H -0.12 -0.73 3.82
H -4.34 -4.77 0.39
H 0.67 -4.99 -0.99
H -1.52 -5.37 2.75
C -2.34 2.09 -0.56
C -3.25 -4.60 0.30
C 1.94 -3.80 1.59
C 2.86 0.54 1.47
H -0.89 -1.93 2.04
H 0.55 -6.20 0.30
H -0.38 3.95 0.25
C -3.88 1.42 1.77
H -0.94 0.85 -3.71
C -4.28 2.42 0.85
H 1.15 -1.70 3.10
C 3.38 -2.42 -1.67
O 0.53 3.79 -0.08
C -0.49 -4.98 2.82
H 0.40 -3.20 -1.58
H -2.16 -2.41 -3.39
C 0.80 2.22 2.94
C 2.12 -1.86 -1.37
H -3.01 -4.59 -0.78
H -4.52 1.16 2.64
C 4.48 -2.03 -0.89
C 3.07 -0.53 0.39
C -0.21 0.03 -3.73
H -3.91 3.58 -0.98
H 3.44 -3.12 -2.49
H 2.35 -4.83 1.65
C -2.11 -1.86 -2.45
C -1.06 -2.52 1.09
H -4.16 -1.61 -0.66
C 0.07 -5.30 -0.12
H -1.70 2.27 -1.42
H 0.88 3.00 2.16
H 2.17 -3.30 2.53
H -2.82 -3.76 3.53
C -3.43 -3.04 2.95
H -3.38 -2.06 3.44
Ce -0.30 -0.41 0.22
O 3.07 3.36 0.64
C -1.97 1.11 0.35
C -2.66 0.74 1.51
H 5.47 -2.45 -1.11
H -2.30 -2.55 -1.61
*
```

Atom charges from the Löwdin analysis, given in e for atoms 1 to 2: 0.055, -0.057



[5]
C24H48F3NO14S | ωB97M-V with the def2-TZVPD basis set

Highest occupied orbital energy, eV: -9.90
Kohn-Sham gap, hartree: 0.37905

```
! RIJCOSX wB97M-V def2-TZVPD def2/J DEFGRID3
* xyz 0 1
H 1.54 4.75 -6.44
H 0.02 -1.70 4.49
C 0.22 -3.37 11.25
H 2.62 5.71 -7.45
C 2.84 2.16 -4.39
H -1.02 -6.89 -1.17
H -0.97 -0.06 7.41
H -1.83 0.44 -8.65
O 0.54 1.50 -3.88
H 1.00 0.34 -0.83
C 4.08 8.30 -7.06
S -1.53 -4.54 6.23
C 2.95 5.85 -5.28
H 0.11 -1.97 -0.11
H 2.76 1.69 -5.38
C -0.63 -2.53 -0.67
C -0.77 -0.38 3.04
C -2.43 -2.22 11.40
C -0.24 -4.59 10.48
N -2.84 -4.10 4.06
H 2.25 -0.05 -2.02
C 4.65 6.98 -6.60
C -2.35 -5.26 -1.02
O -0.40 -5.42 6.41
H -2.12 -2.89 12.19
H 1.30 -3.36 11.33
O -1.43 -0.46 10.16
O -2.53 -4.06 -0.44
H 0.82 0.84 -6.45
H -2.14 1.21 -10.19
H 0.28 -1.13 6.76
O -0.75 0.01 5.38
O -0.48 -0.15 -2.86
H 1.93 1.64 -1.59
H 1.00 -0.23 4.26
F -1.20 0.88 2.91
O 4.09 6.55 -5.36
H -0.11 -3.16 -1.40
C -1.29 -1.53 10.69
H 1.35 6.51 -6.51
C 1.47 0.66 -1.76
H -2.52 -1.79 7.24
C -1.49 -3.37 0.26
H -3.46 -3.70 4.77
O -1.50 -4.16 4.63
H -2.71 3.35 -9.07
O -0.10 -2.15 10.57
H 4.58 8.64 -7.97
H 1.52 3.10 -2.94
H 0.08 -5.50 10.99
H 3.50 3.02 -4.46
H -0.88 0.71 -6.89
F -1.87 -1.17 2.96
H -0.90 -4.07 0.85
O -0.97 -3.13 6.84
H -2.42 2.63 -7.49
H -1.25 -1.83 -1.23
C -0.01 1.36 -6.93
H 4.22 9.06 -6.29
C -0.73 -0.74 6.59
H 3.01 8.23 -7.26
H -3.07 -1.45 11.83
O -0.48 1.88 -9.30
O -3.31 -5.84 -1.45
C -1.70 -1.93 6.52
H -2.01 -2.73 0.96
F 0.00 -0.66 1.98
C 0.43 0.65 -2.85
H -0.26 -5.50 -0.40
O 2.63 5.39 -4.21
C -1.82 1.40 -9.17
H -2.73 -3.37 3.35
H 1.03 3.32 -4.60
C 1.47 2.60 -3.91
H -0.22 2.26 -6.35
H 5.72 7.08 -6.40
C 2.07 5.70 -6.51
H -0.57 -5.49 -2.14
O 1.57 2.07 -8.55
C -2.73 2.41 -8.51
H -0.17 -3.35 12.27
H 3.28 1.43 -3.72
H 4.55 6.20 -7.36
H -1.33 -4.61 10.38
H -3.00 -2.78 10.67
C -0.03 -0.61 4.34
H -3.76 2.04 -8.49
H 0.19 -4.58 9.48
H -2.10 -1.96 5.51
C 0.43 1.77 -8.31
C -0.95 -5.81 -1.18
*
```

Atom charges from the Löwdin analysis, given in e for atoms 1 to 2: 0.074, 0.139